1.
Here is C26H38N4O6PdSSi2Te as an isolated structure from the Open Molecules 2025 dataset. Energies are from ωB97M-V/def2-TZVPD.

Each line ends with the Mulliken charge.
Atoms and positions in Å:
Pd1 0.263 -0.251 1.493  0.257
C1 3.188 -0.814 2.872  -1.425
C2 2.255 -1.955 3.069  -0.203
N1 1.012 -2.026 2.642  1.155
C3 0.533 -3.255 3.056  -0.314
C4 1.511 -3.926 3.748  0.310
N2 2.585 -3.084 3.735  -0.046
C5 1.660 -5.255 4.462  0.706
O1 0.647 -6.003 4.473  -0.816
O2 2.779 -5.457 4.958  -0.777
C6 -0.856 -3.676 2.732  0.048
O3 -1.230 -4.859 3.198  -0.640
O4 -1.617 -2.967 2.111  -0.480
H1 2.844 -0.210 2.033  0.080
H2 4.198 -1.177 2.670  0.378
H3 3.213 -0.177 3.760  0.358
H4 3.460 -3.333 4.167  0.239
H5 -0.474 -5.340 3.706  0.457
C7 3.145 -1.654 -7.580  -1.423
C8 2.508 -1.014 -6.375  1.155
C9 1.258 -1.409 -5.929  -0.775
C10 0.676 -0.821 -4.807  -0.099
C11 1.350 0.172 -4.125  -0.391
C12 2.615 0.575 -4.554  -0.630
C13 3.179 -0.011 -5.669  -0.733
S1 0.673 0.924 -2.653  1.424
O5 0.764 2.356 -2.886  -0.782
O6 -0.693 0.408 -2.579  -0.826
N3 1.637 0.534 -1.510  -0.572
C14 1.732 -0.750 -1.018  0.640
C15 0.623 -1.627 -0.904  -0.044
C16 0.833 -2.925 -0.491  -0.593
C17 2.118 -3.338 -0.153  -0.422
C18 3.123 -2.397 -0.227  -0.602
N4 2.964 -1.139 -0.644  -0.675
H6 2.473 -2.382 -8.036  0.330
H7 4.067 -2.175 -7.312  0.301
H8 3.401 -0.911 -8.340  0.320
H9 0.726 -2.191 -6.462  0.251
H10 -0.301 -1.121 -4.454  0.469
H11 3.137 1.341 -3.997  0.413
H12 4.163 0.305 -6.001  0.318
H13 -0.364 -1.281 -1.171  0.566
H14 -0.015 -3.593 -0.396  0.353
H15 2.319 -4.341 0.202  0.408
H16 4.135 -2.666 0.070  0.434
C19 -2.037 -0.232 4.392  -0.354
Si1 -2.938 0.861 3.173  0.176
C20 -4.535 1.443 4.014  -1.149
C21 -3.392 -0.094 1.638  -0.473
C22 -1.927 2.408 2.837  -0.687
Te1 -0.311 2.134 1.432  -0.110
C23 -1.638 2.467 -0.245  -0.114
Si2 -1.695 4.233 -0.848  0.497
C24 -2.564 4.287 -2.515  -1.059
C25 -2.713 5.255 0.373  -1.178
C26 -0.012 5.032 -1.019  -0.881
H17 -2.621 -1.126 4.624  0.269
H18 -1.831 0.302 5.325  0.347
H19 -1.091 -0.565 3.958  -0.309
H20 -5.165 0.591 4.286  0.281
H21 -5.114 2.092 3.351  0.277
H22 -4.320 2.005 4.926  0.278
H23 -3.904 -1.019 1.912  0.380
H24 -2.487 -0.373 1.091  -0.120
H25 -4.043 0.480 0.974  0.356
H26 -1.448 2.739 3.764  0.567
H27 -2.522 3.243 2.465  0.065
H28 -2.622 2.135 0.087  0.177
H29 -1.307 1.782 -1.022  0.012
H30 -3.568 3.859 -2.454  0.316
H31 -1.989 3.695 -3.231  0.264
H32 -2.650 5.308 -2.897  0.309
H33 -3.722 4.847 0.475  0.304
H34 -2.798 6.297 0.053  0.315
H35 -2.244 5.244 1.360  0.300
H36 0.589 4.439 -1.707  0.231
H37 0.510 5.071 -0.061  0.286
H38 -0.111 6.054 -1.399  0.325

## Properties
F_max in Eh/bohr: 0.00939
Net charge: -2
ΔE to the lowest compared entry with this formula, charge and spin in eV: 0.000
LUMO energy in eV: 4.0

2.
Here is C26H39AlCl6F13N3NaO16P2S3 as an isolated structure in a non-equilibrium geometry from the Open Molecules 2025 dataset. Energies are from ωB97M-V/def2-TZVPD.

Each line ends with the Mulliken charge.
Atoms and positions in Å:
O1 3.789 -3.236 2.813  -0.587
C1 3.516 -2.097 2.309  -0.217
O2 4.387 -0.994 2.601  -0.330
P1 4.664 -0.056 1.168  0.423
S1 5.689 1.537 1.677  -0.358
C2 2.233 -1.897 1.379  -0.462
C3 2.106 -2.499 -0.091  0.073
C4 3.434 -3.257 -0.530  -1.366
C5 3.431 -4.855 -0.139  -1.179
C6 2.032 -5.313 0.576  -0.872
C7 2.030 -6.952 0.728  0.496
F1 2.207 -7.560 -0.586  -0.227
F2 3.046 -7.428 1.606  -0.288
C8 0.554 -7.475 1.251  0.680
F3 0.639 -8.478 2.242  -0.173
F4 -0.184 -6.385 1.818  -0.120
F5 -0.212 -7.958 0.089  -0.058
C9 0.796 -2.296 -0.953  0.267
C10 0.773 -3.011 -2.387  0.558
F6 1.628 -4.196 -2.488  -0.263
F7 -0.503 -3.671 -2.663  -0.186
F8 1.195 -2.170 -3.465  -0.234
N1 -0.360 -1.464 -0.430  0.588
S2 -1.744 -1.090 -1.418  0.225
O3 -2.150 0.388 -1.285  -0.411
O4 -1.395 -1.010 -2.918  -0.566
C11 -3.133 -2.301 -1.338  0.810
F9 -2.761 -3.632 -0.884  -0.233
F10 -4.232 -1.940 -0.462  -0.269
C12 -3.873 -2.424 -2.799  0.662
F11 -5.094 -3.146 -2.501  -0.246
F12 -3.132 -3.239 -3.756  -0.114
F13 -4.305 -1.164 -3.302  -0.159
C13 -0.347 -0.902 0.977  0.411
P2 -1.674 0.023 1.896  1.090
O5 -1.100 1.645 2.104  -0.589
O6 -3.232 0.163 1.289  -0.535
S3 -2.104 -0.809 3.655  -0.311
C14 0.944 -1.084 1.882  0.053
C15 1.149 -0.478 3.351  -1.042
O7 0.953 -1.532 4.367  -0.006
O8 1.097 -0.897 5.561  -0.464
H1 3.450 0.430 0.576  0.110
H2 5.396 -0.768 0.158  0.058
H3 4.427 -2.826 -0.060  0.804
H4 3.583 -3.067 -1.686  0.660
H5 4.257 -5.025 0.688  0.891
H6 3.721 -5.549 -1.027  0.554
H7 1.101 -5.043 -0.072  0.558
H8 2.002 -4.896 1.644  0.468
H9 -1.166 1.887 3.067  0.333
H10 -3.866 -0.513 1.624  0.300
H11 2.224 -0.068 3.541  0.424
H12 0.444 0.374 3.637  0.140
H13 0.270 -0.365 5.724  0.342
C16 -3.077 4.050 -0.191  -0.404
O9 -2.270 4.043 0.974  -0.514
H14 -3.204 5.081 -0.526  0.308
H15 -2.591 3.471 -0.980  0.121
H16 -4.057 3.621 0.037  0.200
H17 -2.176 3.121 1.250  0.331
C17 -5.705 3.879 3.565  -0.732
C18 -4.752 2.697 3.340  0.851
O10 -3.559 3.011 3.165  -0.410
O11 -5.300 1.576 3.361  -0.472
H18 -5.171 4.829 3.536  0.279
H19 -6.472 3.887 2.787  0.176
H20 -6.188 3.783 4.540  0.364
Cl1 -4.529 -4.055 -4.734  -0.066
Na1 5.393 -4.603 -1.214  0.968
Al1 0.036 -6.274 -0.726  0.158
O12 -3.370 -4.609 -7.263  -0.469
H21 -2.813 -3.940 -6.870  0.293
C19 -8.305 5.582 1.335  0.785
O13 -7.707 5.335 2.375  -0.625
N2 -9.613 5.281 1.160  -0.329
N3 -7.712 6.176 0.274  -0.392
H22 -10.124 5.476 0.316  0.148
H23 -10.100 4.828 1.947  0.273
H24 -6.737 6.415 0.367  0.228
H25 -8.185 6.387 -0.586  0.167
Cl2 -10.766 4.964 3.501  -0.350
C20 6.563 4.706 -5.759  -0.775
O14 5.474 3.947 -5.262  -0.259
C21 5.839 2.597 -4.992  -0.647
C22 4.879 1.978 -3.980  -0.332
O15 5.170 2.357 -2.632  -0.424
C23 4.803 3.694 -2.271  -0.436
C24 3.295 3.870 -2.110  -0.425
O16 2.677 4.050 -3.381  -0.288
C25 1.280 3.823 -3.333  -0.655
H26 6.932 4.282 -6.698  0.322
H27 6.213 5.723 -5.943  0.233
H28 7.367 4.747 -5.018  0.332
H29 6.861 2.548 -4.599  0.351
H30 5.784 2.044 -5.937  0.417
H31 5.013 0.892 -4.010  0.344
H32 3.837 2.177 -4.230  0.219
H33 5.232 4.419 -2.964  0.167
H34 5.266 3.868 -1.297  0.428
H35 3.092 4.766 -1.512  0.467
H36 2.873 2.992 -1.605  0.177
H37 1.073 2.790 -3.036  0.191
H38 0.876 3.980 -4.335  0.291
H39 0.800 4.520 -2.642  0.320
C26 0.251 -2.843 8.810  0.292
Cl3 -0.675 -3.733 10.039  -0.097
Cl4 1.044 -1.442 9.564  -0.100
Cl5 1.483 -3.913 8.105  -0.098
Cl6 -0.849 -2.283 7.531  -0.014

## Properties
F_max in Eh/bohr: 0.19358
Net charge: +1
LUMO energy in eV: -7.3

3.
Here is C26H39BFeN5O2S2 as an isolated structure in a non-equilibrium geometry from the Open Molecules 2025 dataset. Energies are from ωB97M-V/def2-TZVPD.

Each line ends with the Mulliken spin population.
Atoms and positions in Å:
Fe1 0.538 0.367 -0.021  0.950
S1 -1.340 -0.678 3.854  0.003
C1 -0.383 0.638 4.355  -0.005
C2 0.632 0.857 3.483  0.007
C3 0.663 -0.087 2.403  -0.018
C4 -0.371 -0.957 2.479  0.002
C5 -0.814 -1.846 1.386  0.023
C6 -1.675 -2.912 1.583  0.003
C7 -2.097 -3.662 0.498  -0.003
C8 -1.658 -3.304 -0.760  0.004
C9 -0.812 -2.216 -0.872  0.009
N1 -0.389 -1.499 0.179  0.003
H1 -0.611 1.157 5.277  0.000
H2 1.375 1.636 3.620  0.001
H3 -1.989 -3.156 2.591  0.000
H4 -2.750 -4.516 0.634  0.000
H5 -1.955 -3.858 -1.641  0.000
H6 -0.458 -1.880 -1.837  -0.004
C10 4.881 -1.003 -2.890  -0.001
C11 3.701 -0.521 -3.713  0.001
N2 2.528 -0.216 -2.869  0.003
C12 1.779 0.883 -2.836  0.009
S2 0.100 0.756 -2.384  -0.010
N3 2.264 2.067 -3.217  -0.001
C13 3.613 2.629 -3.003  -0.001
C14 4.088 3.401 -4.222  0.000
H7 5.720 -1.245 -3.548  0.000
H8 4.623 -1.906 -2.331  0.000
H9 5.207 -0.241 -2.177  0.000
H10 3.391 -1.290 -4.420  0.000
H11 3.953 0.350 -4.301  0.000
H12 2.064 -1.021 -2.487  0.000
H13 1.542 2.760 -3.328  0.000
H14 4.300 1.836 -2.749  0.000
H15 3.559 3.285 -2.135  0.001
H16 4.215 2.741 -5.081  0.000
H17 5.043 3.882 -4.013  0.000
H18 3.374 4.181 -4.492  0.000
N4 -4.993 1.243 -0.438  0.000
C15 -3.735 2.000 -0.054  0.003
C16 -2.527 1.067 -0.035  -0.011
N5 -1.301 1.738 0.367  0.025
H19 -5.807 1.858 -0.480  0.000
H20 -5.201 0.506 0.235  0.000
H21 -4.893 0.804 -1.353  0.000
H22 -3.911 2.445 0.922  0.001
H23 -3.607 2.793 -0.786  0.000
H24 -2.367 0.650 -1.033  0.002
H25 -2.707 0.230 0.647  0.003
H26 -1.348 2.086 1.320  0.000
H27 -1.085 2.511 -0.253  0.000
C17 7.274 1.821 -1.579  0.000
C18 7.497 1.298 -0.155  0.000
C19 7.683 2.486 0.801  0.000
C20 8.779 0.461 -0.141  0.000
C21 6.275 0.481 0.284  0.002
C22 6.366 -0.870 0.624  0.000
C23 5.278 -1.611 1.093  -0.004
C24 4.083 -0.952 1.192  -0.037
O1 2.880 -1.406 1.725  -0.006
B1 2.036 -0.329 1.699  0.020
O2 2.645 0.773 1.064  0.003
C25 3.961 0.367 0.814  0.013
C26 5.023 1.114 0.374  0.012
H28 8.148 2.383 -1.917  0.000
H29 6.411 2.491 -1.626  0.000
H30 7.112 0.993 -2.278  0.000
H31 8.574 3.054 0.521  0.000
H32 7.813 2.135 1.828  0.000
H33 6.830 3.171 0.780  0.000
H34 9.620 1.088 -0.440  0.000
H35 8.727 -0.379 -0.840  0.000
H36 8.995 0.073 0.858  0.000
H37 7.321 -1.375 0.555  0.000
H38 5.388 -2.647 1.390  0.000
H39 4.899 2.165 0.139  0.000

## Properties
F_max in Eh/bohr: 0.02756
Net charge: +2
ΔE to the lowest compared entry with this formula, charge and spin in eV: 0.000
LUMO energy (alpha / beta) in eV: -5.6 / -5.6
Multiplicity: 2